171
Properties=species:S:1:pos:R:3 method="wB97M-V/def2-TZVPD" e_tot_ha=-6195.79087 total_charge=+1 lumo_energy_ha=-0.1023
F -0.929 2.993 -7.985
F -1.402 -4.891 5.253
F 5.135 -2.729 -2.956
F 0.277 0.745 -6.979
F -1.705 9.983 -4.367
F -11.982 -0.497 3.938
F 9.843 -1.566 -2.242
F -1.299 3.737 -6.005
F -0.414 -0.250 -4.734
F 4.407 0.511 -9.691
F -6.637 7.738 -2.063
F 0.739 1.526 -4.410
F 2.914 -2.672 6.431
F -1.816 0.913 -6.769
F 6.406 -5.337 5.385
F -7.717 0.036 6.621
O 4.682 0.621 -6.265
O 5.834 -0.099 -8.054
O 4.147 -6.837 1.883
O 6.168 -3.385 0.257
O 10.679 -4.108 -4.406
O 6.362 -6.868 2.304
O -6.302 -4.080 5.778
O -5.310 3.956 -0.169
O 1.280 4.131 -5.586
O -6.267 -2.889 7.690
O -11.127 -0.879 5.990
O -1.521 8.695 -2.527
O 9.500 -3.778 -2.519
O 3.907 -0.882 7.378
O 5.908 -1.780 7.875
O 5.074 -1.770 1.375
O -7.061 4.372 -1.522
O 4.980 -1.849 -0.885
O -12.965 -1.674 7.012
O -3.683 8.174 -2.214
O 6.780 -0.160 -6.003
O -11.108 -1.283 8.216
O -5.588 6.000 -1.077
O -2.814 -1.269 3.115
O -7.268 -2.042 5.866
O 9.420 -5.778 -3.569
O -2.611 1.934 -4.280
O -2.151 7.584 -0.667
O 4.938 -6.120 3.872
O 5.401 0.293 8.601
O 1.716 3.120 -7.517
O -1.709 -2.964 4.121
O -3.862 -2.574 4.622
N -3.567 1.841 -1.594
C -3.614 8.991 -3.388
C 7.152 -6.353 3.379
C -3.488 -3.779 5.300
C 0.954 3.394 -6.683
C 2.458 4.013 -1.144
C 0.210 -2.625 1.388
C -6.584 -3.099 6.384
C -2.426 8.101 -1.699
C 2.983 5.083 -2.149
C -11.989 -1.368 4.975
C -2.083 3.988 -1.753
C 5.059 -6.630 2.610
C 9.826 -4.668 -3.511
C 0.309 -1.098 -1.892
C 6.183 -3.781 -1.117
C -2.800 -2.181 3.878
C -3.384 0.355 -1.827
C 5.833 -2.498 -1.817
C -7.706 -1.272 6.975
C 0.932 3.797 -1.272
C -7.576 5.570 -2.115
C -1.574 1.552 -3.848
C -1.987 -3.672 5.319
C 10.446 -2.727 -2.602
C -13.329 -1.396 5.660
C 4.475 -0.019 -8.447
C -0.691 1.410 -6.317
C -1.393 4.699 -0.534
C -0.524 2.904 -6.713
C -5.931 4.706 -0.857
C -2.166 8.858 -3.779
C 5.104 -0.691 8.014
C 5.859 0.097 -6.703
C -2.225 2.478 -1.511
C 5.140 -2.796 7.227
C 1.941 -4.486 1.794
C 2.155 -4.100 3.286
C 1.159 -1.863 0.419
C -1.238 -1.191 -2.075
C -1.367 1.485 -2.334
C 5.377 -2.288 0.351
C 6.170 -6.356 4.520
C 0.111 4.985 -0.750
C 4.085 -1.991 6.517
C 0.501 -4.140 1.377
C 0.913 -2.250 -1.068
C 3.889 0.912 -7.419
C -6.652 -1.547 8.010
C 10.814 -2.727 -4.062
C -11.680 -1.278 7.178
C -0.461 1.093 -4.823
C -6.341 6.428 -2.202
C -1.857 0.149 -1.649
H 4.375 -1.640 5.524
H 0.302 -2.180 2.383
H -5.789 -0.886 7.910
H -1.917 2.262 -0.483
H -1.541 -1.542 -3.067
H -3.838 -4.640 4.731
H 5.754 -3.376 6.543
H -0.173 -4.612 2.111
H -8.020 5.369 -3.087
H 0.204 5.883 -1.378
H 2.116 5.555 -2.631
H 2.956 3.061 -1.380
H -1.579 -1.945 -1.351
H -4.094 -0.261 -1.267
H 7.492 -5.347 3.128
H 11.278 -2.931 -1.925
H 1.908 -2.497 -1.467
H -7.032 -1.479 9.027
H 2.701 -3.947 1.207
H 2.977 -4.703 3.685
H 2.146 -5.548 1.637
H -8.335 6.002 -1.461
H -4.226 1.978 -0.817
H 2.408 -3.039 3.393
H -3.882 10.017 -3.134
H 1.245 -4.361 3.841
H -1.498 4.111 0.391
H 4.716 -3.465 7.977
H 11.829 -2.377 -4.240
H -3.677 0.158 -2.868
H 2.836 0.720 -7.229
H 0.711 2.850 -0.756
H -11.634 -2.343 4.634
H 0.982 -0.789 0.592
H 0.544 5.272 0.221
H -1.946 7.998 -4.417
H -8.713 -1.581 7.262
H 0.339 -3.183 -1.118
H -0.283 1.567 -2.212
H 6.120 -7.298 5.070
H 0.512 -0.178 -1.320
H -1.711 0.167 -0.558
H 3.637 5.829 -1.692
H -3.920 -3.819 6.295
H -1.423 4.189 -2.606
H 8.019 -6.983 3.567
H 7.160 -4.161 -1.407
H -4.142 2.153 -2.385
H 0.835 -0.954 -2.843
H 10.124 -2.133 -4.664
H 4.013 1.961 -7.690
H -3.048 4.502 -1.861
H 5.439 -4.563 -1.277
H 2.074 3.710 -5.217
H -0.802 -2.454 0.981
H 2.744 4.250 -0.111
H 4.037 -1.019 -8.454
H 2.203 -2.028 0.709
H 0.237 -4.602 0.414
H -13.987 -2.167 5.266
H 3.546 4.577 -2.945
H -1.582 -3.119 6.169
H -13.839 -0.433 5.609
H -5.752 6.283 -3.111
H -4.293 8.630 -4.158
H 6.688 -1.857 -2.037
H -1.904 5.651 -0.341
H 0.726 3.660 -2.349